Computed, not measured: a cluster of 4 separate species, C19H42FNO7S in total, with ωB97M-V with the def2-TZVPD basis set.

Computed properties:
- HOMO-LUMO gap: 10.315 eV
- Multiplicity: 1
- Electronic energy: -49753.24939 eV
- HOMO energy: -0.3529 Eh
- Total charge: 0
- E_LUMO: 0.71 eV

Structure (XYZ):
```
71
C19H42FNO7S (ωB97M-V with the def2-TZVPD basis set)
S 1.79 -3.55 -1.19
F 2.57 -2.69 -2.24
O 1.23 -2.74 1.11
O 2.47 -4.79 -1.12
O -4.41 -3.42 4.49
O 0.41 -3.46 -1.49
O -1.17 -1.64 0.33
O 2.81 5.56 -4.74
O 0.49 1.71 -0.19
N 2.16 -2.54 0.10
C -5.68 -2.79 4.52
C 0.92 1.25 -1.46
C 3.41 4.51 -6.88
C -1.90 1.77 -0.75
C -2.40 -3.75 0.66
C 2.87 5.72 -6.14
C 3.82 -4.68 2.36
C -0.73 -1.43 1.64
C 0.78 -1.48 1.65
C -5.61 -1.27 4.47
C -4.06 -3.46 6.93
C -2.42 -2.28 0.22
C 5.07 6.41 -4.25
C -0.69 2.49 -0.18
C 3.71 -3.79 1.57
C -3.53 -3.10 5.56
C 4.04 5.31 -4.08
C 1.22 2.35 -2.46
C 3.55 -2.71 0.59
H -4.32 -4.52 6.98
H 1.61 1.93 -3.39
H 4.45 4.34 -4.40
H -3.25 -2.04 5.52
H -3.20 -1.71 0.74
H 3.86 -5.49 3.04
H 1.84 5.92 -6.45
H 1.18 -1.38 2.66
H -1.03 -0.43 1.99
H -6.25 -3.11 5.39
H -5.12 -0.85 5.34
H -0.54 3.45 -0.69
H 1.15 -0.68 1.00
H -1.15 -2.15 2.35
H 2.81 3.63 -6.65
H -1.39 -4.05 0.95
H -0.86 2.73 0.87
H -3.04 -3.90 1.54
H -3.30 -3.25 7.69
H 1.83 0.68 -1.26
H -2.77 -4.39 -0.13
H 3.78 5.21 -3.03
H 1.96 3.04 -2.06
H -2.05 0.83 -0.22
H 5.37 6.53 -5.29
H 5.96 6.18 -3.67
H -6.62 -0.85 4.42
H -6.20 -3.16 3.64
H -2.67 -2.24 -0.84
H -4.95 -2.89 7.19
H 3.36 4.68 -7.96
H 3.83 -1.76 1.04
H 0.20 0.54 -1.88
H -2.63 -3.68 5.35
H 4.45 4.30 -6.63
H 0.33 2.93 -2.71
H -1.79 1.55 -1.81
H 4.19 -2.89 -0.27
H -2.80 2.38 -0.64
H 4.67 7.36 -3.91
H -5.06 -0.94 3.58
H 3.45 6.62 -6.40
```

Mulliken atomic charge list, values in e, 5 entries:
1. S 0.98
2. F -0.25
3. O -0.33
4. O -0.57
5. O -0.42